{
  "formula": "C48H133N11O15",
  "method": "the ωB97M-V functional and the def2-TZVPD basis",
  "e_above_lowest_kcal_mol": 98.58,
  "e_tot_ha": -3639.114229,
  "lumo_energy_ev": 0.264,
  "multiplicity": 1,
  "homo_ha": -0.3235,
  "elements": ["C", "C", "O", "O", "H", "H", "H", "H", "H", "H", "C", "C", "O", "O", "H", "H", "H", "H", "H", "H", "C", "C", "C", "O", "C", "N", "H", "H", "H", "H", "H", "H", "H", "H", "H", "H", "H", "C", "C", "C", "O", "C", "N", "H", "H", "H", "H", "H", "H", "H", "H", "H", "H", "H", "C", "C", "C", "O", "C", "N", "H", "H", "H", "H", "H", "H", "H", "H", "H", "H", "H", "C", "C", "C", "O", "C", "N", "H", "H", "H", "H", "H", "H", "H", "H", "H", "H", "H", "C", "C", "C", "O", "C", "N", "H", "H", "H", "H", "H", "H", "H", "H", "H", "H", "H", "C", "C", "C", "O", "C", "N", "H", "H", "H", "H", "H", "H", "H", "H", "H", "H", "H", "C", "C", "C", "O", "C", "N", "H", "H", "H", "H", "H", "H", "H", "H", "H", "H", "H", "C", "C", "C", "O", "C", "N", "H", "H", "H", "H", "H", "H", "H", "H", "H", "H", "H", "C", "C", "C", "O", "C", "N", "H", "H", "H", "H", "H", "H", "H", "H", "H", "H", "H", "C", "C", "C", "O", "C", "N", "H", "H", "H", "H", "H", "H", "H", "H", "H", "H", "H", "C", "C", "C", "O", "C", "N", "H", "H", "H", "H", "H", "H", "H", "H", "H", "H", "H"],
  "coordinates": [[-7.025, -0.819, 2.400], [-6.164, 0.288, 3.025], [-6.147, 0.262, 4.408], [-7.331, -0.702, 1.052], [-8.055, -0.876, 2.752], [-6.519, -1.776, 2.529], [-6.583, 1.229, 2.669], [-5.174, 0.223, 2.576], [-5.506, -0.361, 4.759], [-7.568, -1.591, 0.776], [3.261, -2.789, -3.263], [4.250, -3.847, -2.736], [3.652, -5.120, -2.914], [2.138, -2.826, -2.457], [3.090, -2.913, -4.332], [3.690, -1.801, -3.095], [4.611, -3.729, -1.714], [5.104, -3.646, -3.383], [4.369, -5.756, -2.854], [1.635, -3.642, -2.491], [-3.670, -0.296, -5.017], [-2.755, 0.913, -4.812], [-1.570, 0.626, -3.760], [-0.561, -0.288, -4.260], [-0.629, -1.618, -3.800], [-2.388, 1.506, -6.082], [-4.371, -0.134, -5.836], [-4.304, -0.435, -4.142], [-3.153, -1.213, -5.297], [-3.359, 1.663, -4.300], [-2.093, 0.193, -2.907], [-1.126, 1.568, -3.438], [-0.597, -1.749, -2.718], [0.218, -2.157, -4.224], [-1.506, -2.108, -4.223], [-2.295, 2.505, -5.971], [-3.214, 1.639, -6.647], [-5.307, 1.435, -1.821], [-6.253, 2.592, -1.412], [-5.979, 3.828, -2.249], [-4.659, 4.339, -2.136], [-4.261, 4.834, -0.834], [-7.667, 2.194, -1.598], [-5.492, 1.054, -2.825], [-5.535, 0.638, -1.112], [-4.243, 1.670, -1.804], [-6.196, 2.893, -0.366], [-6.750, 4.572, -2.047], [-6.122, 3.594, -3.304], [-4.002, 4.019, -0.158], [-5.051, 5.384, -0.323], [-3.394, 5.490, -0.750], [-7.848, 1.513, -0.874], [-8.281, 2.925, -1.270], [-4.323, -3.919, 5.155], [-3.439, -2.646, 4.833], [-2.911, -2.654, 3.367], [-2.047, -3.786, 3.204], [-1.046, -3.744, 2.154], [-4.165, -1.429, 5.207], [-5.247, -3.930, 4.577], [-4.688, -3.769, 6.171], [-3.756, -4.837, 5.000], [-2.516, -2.743, 5.404], [-2.274, -1.778, 3.249], [-3.662, -2.624, 2.577], [-0.681, -4.765, 2.042], [-0.246, -3.100, 2.519], [-1.275, -3.445, 1.131], [-3.520, -0.678, 5.007], [-4.137, -1.464, 6.216], [0.605, 3.534, 1.820], [-0.384, 4.671, 1.955], [0.339, 5.904, 2.566], [0.953, 5.616, 3.834], [1.504, 6.785, 4.432], [-0.910, 5.024, 0.625], [1.368, 3.790, 1.085], [0.102, 2.672, 1.380], [1.022, 3.163, 2.756], [-1.202, 4.369, 2.609], [-0.333, 6.761, 2.518], [1.080, 6.157, 1.808], [2.163, 7.357, 3.778], [1.897, 6.485, 5.404], [0.655, 7.446, 4.604], [-1.030, 4.193, 0.065], [-0.263, 5.508, 0.019], [3.611, -1.193, -6.972], [4.295, 0.050, -6.434], [4.352, 0.050, -4.906], [5.011, 1.241, -4.389], [4.829, 1.407, -2.969], [5.637, 0.210, -6.985], [4.226, -2.090, -6.898], [3.606, -1.121, -8.060], [2.607, -1.394, -6.597], [3.714, 0.940, -6.678], [4.790, -0.868, -4.513], [3.332, 0.070, -4.524], [5.408, 0.693, -2.383], [3.809, 1.394, -2.587], [5.276, 2.336, -2.615], [6.229, -0.587, -6.802], [6.115, 0.808, -6.326], [4.295, 4.946, -0.258], [3.862, 5.193, -1.698], [2.516, 5.931, -1.821], [1.384, 5.279, -1.124], [1.099, 4.005, -1.737], [4.881, 5.909, -2.343], [4.517, 5.816, 0.360], [5.143, 4.264, -0.201], [3.496, 4.451, 0.294], [3.812, 4.246, -2.235], [2.292, 6.161, -2.863], [2.624, 6.901, -1.336], [1.030, 4.268, -2.792], [0.136, 3.543, -1.520], [1.883, 3.257, -1.619], [5.646, 5.266, -2.494], [4.611, 6.069, -3.303], [-0.252, 0.653, 4.060], [-0.747, 0.123, 5.458], [0.159, 0.398, 6.656], [-0.253, -0.320, 7.817], [0.796, -0.400, 8.831], [-2.147, 0.586, 5.562], [-0.216, 1.728, 4.238], [-0.913, 0.510, 3.206], [0.736, 0.315, 3.748], [-0.898, -0.956, 5.407], [0.243, 1.471, 6.827], [1.155, 0.065, 6.367], [0.775, 0.558, 9.349], [1.749, -0.664, 8.372], [0.644, -1.218, 9.535], [-2.474, 0.474, 6.511], [-2.243, 1.581, 5.415], [7.130, 1.493, 0.107], [6.861, 0.318, 1.095], [5.512, -0.401, 0.969], [4.365, 0.478, 1.068], [4.021, 1.214, 2.237], [7.745, -0.752, 0.766], [6.189, 2.037, 0.033], [7.556, 1.138, -0.831], [7.913, 2.209, 0.358], [7.011, 0.714, 2.099], [5.401, -1.123, 1.778], [5.421, -0.963, 0.039], [4.281, 2.261, 2.080], [4.623, 0.901, 3.090], [2.947, 1.240, 2.416], [7.536, -1.123, -0.150], [8.610, -0.250, 0.625], [3.648, -6.154, 0.948], [3.568, -5.491, 2.369], [3.173, -4.006, 2.318], [2.976, -3.484, 3.593], [2.973, -2.098, 3.722], [2.622, -6.245, 3.104], [4.408, -5.672, 0.333], [2.790, -5.861, 0.343], [3.685, -7.240, 0.864], [4.517, -5.605, 2.893], [2.251, -4.036, 1.737], [3.973, -3.554, 1.732], [2.804, -1.835, 4.766], [2.148, -1.675, 3.149], [3.963, -1.777, 3.399], [2.335, -5.741, 3.931], [1.759, -6.396, 2.602], [-4.686, -3.484, -1.391], [-5.266, -3.453, -2.852], [-4.631, -4.470, -3.827], [-3.199, -4.205, -3.816], [-2.442, -4.994, -4.746], [-6.666, -3.829, -2.636], [-4.868, -4.361, -0.769], [-5.038, -2.660, -0.770], [-3.605, -3.370, -1.305], [-5.250, -2.435, -3.242], [-4.930, -4.279, -4.858], [-4.887, -5.502, -3.586], [-2.631, -6.060, -4.620], [-1.368, -4.852, -4.628], [-2.538, -4.840, -5.821], [-7.124, -3.930, -3.530], [-6.677, -4.776, -2.287], [1.253, 0.374, -1.084], [1.048, -0.361, 0.239], [-0.423, -0.754, 0.351], [-1.324, 0.316, 0.181], [-2.653, 0.119, 0.647], [1.971, -1.450, 0.351], [0.585, 1.235, -1.113], [1.149, -0.222, -1.990], [2.253, 0.805, -1.142], [1.194, 0.379, 1.026], [-0.537, -1.152, 1.359], [-0.490, -1.526, -0.416], [-2.676, 0.035, 1.734], [-3.127, -0.780, 0.252], [-3.288, 0.922, 0.275], [2.828, -0.928, 0.466], [2.193, -1.910, -0.521]],
  "atomic_forces_ev_per_a": [[-0.734, -0.919, 1.259], [-0.597, -0.150, -1.332], [-1.064, 0.998, 0.214], [0.902, 0.802, -2.477], [0.357, 0.075, 1.843], [0.074, -0.198, 0.559], [-0.029, 0.300, 0.233], [0.386, -0.073, 0.009], [0.453, -0.875, -0.185], [-0.045, 0.149, -0.404], [1.142, -0.766, 1.610], [0.014, 0.898, -1.445], [0.376, 0.137, -0.090], [-1.688, 0.724, 0.557], [-0.198, -0.211, -0.085], [0.043, -0.037, -0.084], [-0.465, 0.392, 0.240], [0.570, -0.707, -0.197], [-0.156, -0.326, 0.015], [0.324, -0.293, -0.311], [-0.006, -0.013, -0.245], [0.046, -0.055, 1.240], [-1.027, -0.909, -1.857], [-0.241, 1.219, 0.567], [-0.322, -0.323, -0.801], [0.438, 0.663, -0.807], [-0.022, 0.338, -0.124], [0.271, -0.305, 0.166], [0.163, -0.004, 0.305], [-0.211, -0.002, 0.617], [0.133, -0.092, 0.281], [0.321, -0.073, -0.216], [-0.103, 0.278, 0.162], [0.223, 0.224, 0.071], [-0.300, -0.129, 0.353], [1.198, 0.391, 0.694], [-0.592, -1.200, -0.366], [-0.681, 0.100, 0.792], [-0.025, 0.224, -0.648], [0.023, 0.027, -0.133], [0.683, 0.794, 0.708], [-0.747, -0.652, 0.470], [0.166, -0.363, -0.045], [-0.462, 0.233, -0.049], [0.339, -0.370, -0.070], [-0.067, 0.308, 0.358], [0.939, -0.241, 0.252], [0.050, 0.487, 0.379], [0.211, -0.182, -0.099], [-0.077, -0.396, -0.048], [-0.464, 0.051, -0.237], [0.128, -0.043, -1.233], [0.025, -0.781, -0.067], [0.018, 0.675, -0.278], [0.451, 1.572, -0.225], [-0.584, -2.107, -1.058], [0.883, 0.112, 0.385], [-0.385, -0.328, -0.857], [0.013, -0.150, 1.192], [0.512, -0.820, -0.310], [0.167, 0.043, -0.440], [0.310, -0.495, 0.290], [-0.134, 0.072, 0.241], [0.121, -0.053, 0.279], [-0.035, 0.534, -0.052], [-0.393, -0.087, 0.086], [0.071, -0.007, 0.362], [0.297, 0.005, -0.180], [-0.984, 0.393, 0.172], [0.224, 0.639, -0.111], [-0.446, 0.175, 0.384], [-0.120, -0.896, -0.185], [1.006, 0.419, 0.065], [-0.053, -0.746, -0.814], [-0.308, 0.226, -1.115], [-1.538, -0.153, -0.059], [-0.720, 0.225, 0.129], [0.328, 0.212, 0.273], [-0.271, -0.192, -0.071], [0.228, 0.361, 0.067], [-0.183, 0.061, -0.026], [-0.314, 0.149, 0.870], [0.690, 0.050, 0.048], [0.566, -0.396, 0.036], [0.405, 0.156, -0.302], [-0.044, 0.390, 0.345], [-0.505, -0.486, 0.410], [0.560, 0.552, 0.575], [0.480, -0.182, -0.891], [0.381, -0.108, 1.157], [-0.669, 0.736, 0.611], [-0.536, -0.558, 0.525], [0.793, -0.062, -0.096], [0.544, 0.307, 0.134], [0.155, -0.116, 0.813], [-0.545, 0.381, -0.129], [0.077, 0.197, 0.029], [-0.003, 0.029, -0.355], [0.585, -0.011, -0.041], [-0.332, -0.059, 0.065], [-0.057, -0.676, -0.170], [-0.315, -0.156, -0.547], [-0.055, 0.389, -0.662], [-0.407, -1.077, -0.382], [-0.026, 1.124, -0.156], [-0.794, -0.721, 0.623], [-1.203, -1.019, 1.009], [-0.358, -0.203, 1.409], [1.269, -0.298, -0.721], [0.294, 0.872, -1.352], [1.524, 1.515, -1.503], [0.130, 0.389, -0.554], [0.195, 0.086, -0.178], [-0.187, -0.219, -0.056], [-0.713, -0.596, 0.416], [-0.300, -0.417, -0.238], [-0.063, -0.005, 0.186], [0.052, -0.547, -0.452], [0.050, 0.500, 0.751], [0.072, 0.107, 0.305], [0.537, 0.031, 0.380], [-0.253, 0.472, -0.331], [0.302, 0.449, 1.506], [-1.200, -0.685, -1.335], [0.399, -0.164, -0.422], [0.490, -0.361, 0.180], [-0.843, 0.195, -0.917], [0.284, 0.545, 0.523], [0.299, 0.295, -0.429], [-0.366, -0.351, 0.415], [0.093, -0.085, 0.295], [0.524, -0.315, 0.012], [-0.174, 0.301, 0.282], [0.306, -0.124, -0.034], [0.579, -0.071, 0.159], [0.191, 0.535, -0.188], [-0.777, 0.108, -0.114], [-0.035, -0.298, 0.346], [0.255, 0.344, -0.313], [-0.765, 0.023, 0.332], [-0.660, 0.432, -1.523], [-1.332, 1.896, 1.701], [-0.520, -0.304, -1.189], [1.276, 0.299, -0.334], [2.081, -0.462, 0.780], [0.084, 0.262, -0.652], [-0.876, -0.317, -0.404], [-0.062, -0.033, 0.991], [0.021, -0.452, 0.232], [0.448, -0.209, 0.101], [-0.097, 0.367, -0.236], [0.174, 0.231, -0.112], [-0.359, -0.310, 0.303], [0.010, -0.680, 0.021], [-0.278, -0.020, -0.164], [0.827, -0.693, 0.073], [-0.131, 1.745, -0.249], [0.248, -0.604, -0.835], [0.304, -1.310, -1.256], [-0.018, -1.262, 0.794], [-0.034, -0.040, -0.251], [-1.227, -1.011, 1.299], [0.671, -0.326, 0.206], [-0.679, -0.008, 0.301], [0.363, 0.134, 0.638], [0.294, 0.132, -0.112], [-0.241, 0.702, -0.168], [0.013, 0.901, 0.061], [0.194, -0.198, 0.082], [0.205, 0.351, -0.368], [-0.100, 0.794, -0.091], [0.146, 0.050, 0.329], [-0.044, -0.035, -0.389], [1.087, 0.632, -0.120], [-0.257, -1.362, 1.749], [1.782, 1.616, -0.094], [0.118, -0.841, -0.793], [0.154, -0.467, 0.275], [-0.470, 0.049, -0.547], [-0.503, -0.475, -0.597], [-0.542, 0.220, -0.383], [0.231, -0.010, -0.628], [0.280, -0.118, -0.066], [-0.591, 0.030, -0.081], [0.210, -0.160, 0.333], [-0.120, -0.177, 0.314], [-0.069, 0.280, 0.733], [-0.958, 0.739, -0.141], [-0.328, 0.312, -0.324], [0.014, -0.183, 0.430], [0.099, 1.052, 0.012], [-1.116, 1.661, -1.674], [0.565, -0.639, 0.582], [0.098, 0.494, -0.480], [0.238, -0.414, -0.273], [0.751, -0.271, 1.077], [-0.227, -0.068, -0.302], [-0.365, -0.296, 0.153], [0.277, -0.080, 0.256], [0.469, -0.068, 0.302], [-0.258, -0.469, -0.007], [-0.904, -0.407, -0.047], [-0.073, 0.220, 0.181], [0.231, -0.418, -0.179], [0.341, 0.292, 0.279], [0.658, -0.131, 0.730], [-0.916, -0.236, -0.576]],
  "lowdin_charge": [-0.2658, -0.2648, -0.0684, -0.0849, 0.1210, 0.1095, 0.1162, 0.1025, 0.0044, 0.0862, -0.2457, -0.2380, -0.0537, -0.0777, 0.1208, 0.0946, 0.1118, 0.1109, 0.0886, 0.1016, -0.0547, -0.4076, -0.1268, -0.1867, -0.1146, 0.0291, 0.0749, 0.0516, 0.0694, 0.1106, 0.1074, 0.1092, 0.0717, 0.0780, 0.0608, 0.0658, 0.0601, -0.0427, -0.4256, -0.2229, -0.1844, -0.0948, 0.0375, 0.0682, 0.0639, 0.0628, 0.1264, 0.1173, 0.1270, 0.0688, 0.0837, 0.0661, 0.0552, 0.0642, -0.0358, -0.3796, -0.1771, -0.1923, -0.0761, 0.0355, 0.0684, 0.0656, 0.0726, 0.1234, 0.0911, 0.1210, 0.0809, 0.0725, 0.0733, 0.0282, 0.0915, -0.0666, -0.3903, -0.1943, -0.1868, -0.1060, 0.0552, 0.0628, 0.0646, 0.0656, 0.1326, 0.1217, 0.1146, 0.0855, 0.0889, 0.0793, 0.0465, 0.0442, -0.0636, -0.4308, -0.1969, -0.1784, -0.0912, 0.0440, 0.0736, 0.0780, 0.0784, 0.1418, 0.1050, 0.1188, 0.0717, 0.0681, 0.0716, 0.0671, 0.0554, -0.0369, -0.4866, -0.1301, -0.2289, -0.0953, 0.0331, 0.0870, 0.0601, 0.0566, 0.1103, 0.1198, 0.1287, 0.0920, 0.0724, 0.0699, 0.0773, 0.0784, -0.0279, -0.3764, -0.2086, -0.1910, -0.0707, 0.0273, 0.0680, 0.0582, 0.0585, 0.1201, 0.1293, 0.1105, 0.0871, 0.0792, 0.0831, 0.0819, 0.0844, -0.0475, -0.4242, -0.1663, -0.2399, -0.0803, 0.0168, 0.0527, 0.0713, 0.0747, 0.1384, 0.1060, 0.1209, 0.0776, 0.0906, 0.0674, 0.0706, 0.0735, -0.0513, -0.4350, -0.2311, -0.1759, -0.0983, 0.0282, 0.0569, 0.0640, 0.0774, 0.1341, 0.1091, 0.1182, 0.0864, 0.0671, 0.0758, 0.0699, 0.0684, -0.0550, -0.3810, -0.1677, -0.2109, -0.1166, 0.0151, 0.0738, 0.0565, 0.0573, 0.1218, 0.1206, 0.1213, 0.0807, 0.0754, 0.0810, 0.0649, 0.0625, -0.0348, -0.4247, -0.2084, -0.1846, -0.0832, 0.0946, 0.0589, 0.0726, 0.0557, 0.1171, 0.0915, 0.1164, 0.0617, 0.0817, 0.0733, 0.0441, 0.0501]
}